(P)
Molecular formula: C3H8N3O
Method: DFT, ωB97M-V/def2-TZVPD

XYZ file:
```
15
Properties=species:S:1:pos:R:3:nbo_charge:R:1
N -0.2567 -1.2897 -1.1356 -0.736
C 0.4541 -0.1934 -0.3716 0.422
O 1.3051 0.3994 -1.2709 -0.669
C -0.5107 0.7524 0.2805 -0.488
C 0.3629 0.8325 1.8647 -0.271
N 1.2296 -0.2146 1.7397 -0.027
N 1.3048 -0.8029 0.6834 -0.168
H -0.0340 -2.3344 -0.7231 0.488
H -0.0358 -1.0263 -2.1349 0.479
H -1.2478 -1.2049 -1.1210 0.438
H 2.1511 -0.0909 -1.1449 0.503
H -1.5167 0.3420 0.2150 0.219
H -0.4747 1.7645 -0.1568 0.266
H 0.8011 1.8242 1.7038 0.268
H -0.2092 0.7580 2.8661 0.275
```

Summary:
LUMO	-3.98	eV
2S+1	1
total charge	+1
SMILES string	[NH3+][C@@]1(O)CCN=N1
HOMO-LUMO gap	10.26	eV

(Q)
Molecular formula: C3H8N3O
Method: DFT, ωB97M-V/def2-TZVPD

XYZ file:
```
15
Properties=species:S:1:pos:R:3:nbo_charge:R:1
C -0.4902 0.5273 0.9381 -0.560
C -1.8437 0.2417 0.1348 -0.299
C 0.4296 -0.4911 0.2334 0.668
N -1.4811 -0.8554 -0.6649 0.000
N -0.3499 -1.2270 -0.6913 -0.209
N 1.5245 0.4857 -1.1529 -0.841
O 1.2149 -1.2256 1.0222 -0.657
H -0.0274 1.5394 1.0194 0.269
H -0.5824 0.4046 2.0595 0.293
H -2.6807 -0.1283 0.7692 0.272
H -2.1222 1.0418 -0.5249 0.257
H 2.1626 1.0458 -0.6997 0.411
H 0.8689 1.0948 -1.6597 0.416
H 1.8539 -0.2699 -1.6878 0.422
H 1.5232 -2.1837 0.9046 0.557
```

Summary:
LUMO	-4.68	eV
2S+1	1
total charge	+1
HOMO-LUMO gap	9.42	eV

Which structure is the most stable? The one labeled (P).

(P)
Molecular formula: C3H8N3O
Method: DFT, ωB97M-V/def2-TZVPD

XYZ file:
```
15
Properties=species:S:1:pos:R:3:nbo_charge:R:1
C 0.5896 0.4656 1.5067 -0.453
N 0.3386 0.1066 0.1410 -0.369
C 1.2470 0.1421 -1.1020 -0.064
N 0.3255 -0.2879 -2.1359 -0.291
O -0.9244 -0.3169 -1.5235 -0.288
C -0.8523 -0.2079 -0.2560 0.780
N -1.9335 -0.2793 0.5313 -0.776
H 0.0204 1.3906 1.7837 0.228
H 0.1998 -0.1854 2.2069 0.226
H 1.6823 0.3898 1.7953 0.264
H 2.2066 -0.4786 -1.0386 0.244
H 1.5061 1.2359 -1.0639 0.215
H 0.3964 -1.2929 -2.5493 0.401
H -2.0077 -0.0370 1.5254 0.443
H -2.7944 -0.6447 0.1788 0.440
```

Summary:
LUMO	-3.08	eV
2S+1	1
total charge	+1
SMILES string	CN1CNOC1=[NH2+]
HOMO-LUMO gap	11.15	eV

(Q)
Molecular formula: C3H8N3O
Method: DFT, ωB97M-V/def2-TZVPD

XYZ file:
```
15
Properties=species:S:1:pos:R:3:nbo_charge:R:1
C 0.2495 0.0676 -0.0855 0.256
C 2.7519 0.3058 -0.0948 0.926
C -1.9737 1.0259 0.4369 -0.441
N -0.2422 -1.1178 -0.5145 -0.797
N 3.0619 -0.7786 0.5486 -0.832
N -0.5415 0.9983 0.4626 -0.575
O 3.0275 1.2736 -0.6730 -0.371
H -2.1910 1.9758 0.9633 0.239
H -2.3396 0.1662 0.8130 0.211
H -2.4139 1.3287 -0.5828 0.215
H 0.5201 -1.7469 -0.6743 0.395
H -1.1606 -1.4338 -0.6942 0.413
H 2.2882 -1.5064 0.7890 0.482
H 4.0901 -0.9407 0.5656 0.464
H -0.0562 1.8980 0.3410 0.415
```

Summary:
LUMO	-4.20	eV
2S+1	1
total charge	+1
HOMO-LUMO gap	9.55	eV

Which structure is the most stable? The one labeled (P).

(P)
Molecular formula: C4H4NO3S
Method: DFT, ωB97M-V/def2-TZVPD

XYZ file:
```
13
Properties=species:S:1:pos:R:3:nbo_charge:R:1
O -0.4676 0.5180 2.1991 -0.781
C -0.3987 0.1804 0.9414 0.499
C 0.0823 1.0080 -0.1517 0.020
O 0.2970 2.2710 0.3979 -0.721
C 0.4033 0.6092 -1.4235 -0.242
C 0.1965 -0.6479 -1.9422 -0.532
S -0.8902 -1.7314 -0.9564 0.416
N -0.7974 -1.1815 0.6115 -0.387
O -0.1086 -2.0324 1.6135 -0.651
H 0.0141 2.0543 1.2448 0.485
H 0.9286 1.3914 -2.0015 0.206
H 0.6638 -0.9729 -2.9273 0.208
H 0.0768 -1.4662 2.3944 0.483
```

Summary:
LUMO	3.56	eV
2S+1	1
total charge	-1
SMILES string	[O-]C1=C(O)C=CSN1O
HOMO-LUMO gap	5.91	eV

(Q)
Molecular formula: C4H4NO3S
Method: DFT, ωB97M-V/def2-TZVPD

XYZ file:
```
13
Properties=species:S:1:pos:R:3:nbo_charge:R:1
C 0.2259 -1.0622 -0.1135 -0.489
C 0.5951 0.2057 -0.2416 0.293
C -1.6146 -1.4392 -0.0190 0.713
C 2.0307 0.6798 -0.0961 -0.681
N -2.3487 -0.3789 0.1074 -0.957
O -1.9615 -2.5801 0.0055 -0.664
O -2.2609 2.0158 0.8340 -0.962
O -0.2799 1.1760 -0.5563 -0.751
S -2.0557 1.1672 -0.3107 1.639
H 0.8418 -1.8130 0.4634 0.191
H 2.4901 -0.3287 -0.4708 0.229
H 2.1003 0.7929 1.1090 0.220
H 2.2374 1.5645 -0.7111 0.221
```

Summary:
LUMO	3.73	eV
2S+1	1
total charge	-1
HOMO-LUMO gap	8.08	eV

Which structure is the most stable? The one labeled (Q).